6
Properties=species:S:1:pos:R:3:forces:R:3 method="wB97M-V/def2-TZVPD" e_homo_ha="-0.2847 / -0.2856" lumo_energy_ev="0.15 / -0.41" e_tot_ev=-24821.626 molar_mass_g_mol=96.46 multiplicity=1
N -0.324462 0.149204 -0.077215 1.22 -2.79 -1.45
N -1.544128 0.458937 -0.003790 -5.41 -0.72 1.17
P -2.989678 -0.768759 -0.028647 4.64 1.43 -0.46
Cl -4.534892 0.457728 0.020010 -0.80 0.97 0.08
H -0.064288 -0.762650 -0.442312 0.05 -0.26 0.07
H 0.401185 0.524349 0.480098 0.30 1.36 0.59

---

51
Properties=species:S:1:pos:R:3:forces:R:3 method="wB97M-V/def2-TZVPD" e_homo_ha="-0.1088 / -0.0994" lumo_energy_ev="2.16 / 2.16" s_squared=2.02 e_tot_ev=-73393.662 molar_mass_g_mol=474.03 charge=-1 multiplicity=3
O 1.064294 2.368707 -2.957851 0.80 1.04 -2.01
C 1.287627 1.794985 -4.294378 -0.33 -0.61 0.13
C 2.038852 2.998844 -4.825115 -0.08 0.12 0.65
H 0.346291 1.620840 -4.827167 0.07 -0.25 0.32
H 1.900421 0.888233 -4.252392 -0.36 -0.03 0.15
C 1.750747 3.588003 -3.428680 0.12 0.52 -0.25
H 1.560910 3.528873 -5.643345 0.04 0.01 -0.07
H 3.092631 2.831684 -5.025833 0.05 0.01 -0.09
C 0.809280 4.776075 -3.487100 -0.15 0.19 0.25
H -0.068095 4.577020 -4.121549 0.25 -0.05 0.30
H 1.331995 5.649352 -3.903604 -0.06 -0.21 0.07
H 0.480599 5.037038 -2.472452 -0.08 -0.05 -0.23
C 2.998013 3.892757 -2.624265 -0.03 0.06 0.26
H 3.682114 3.030736 -2.605729 -0.29 0.24 0.10
H 2.705115 4.171600 -1.601925 0.24 -0.16 -0.16
H 3.531462 4.745174 -3.073074 -0.17 -0.22 0.10
Ni -1.788478 -2.751841 3.142253 0.21 1.17 -0.46
C -0.093103 -3.283125 4.138937 1.09 -1.09 -0.48
C -0.482823 -4.322515 3.195660 2.21 -0.07 0.45
C 0.145418 -4.006645 1.935725 0.34 0.09 1.25
H -0.942394 -5.262420 3.487860 -0.07 0.29 -0.29
C 0.866573 -2.797908 2.088892 0.20 -0.43 0.83
C 0.730169 -2.352807 3.426664 0.53 -0.63 -0.17
H 1.231166 -1.493178 3.870116 -0.34 -0.11 -0.20
H -0.253542 -3.336570 5.214409 0.02 0.14 -0.34
H 0.115675 -4.621617 1.047200 -0.25 0.18 0.03
H 1.527950 -2.362622 1.338747 -0.42 0.07 0.13
C -2.832730 -1.709742 4.577572 -0.54 0.38 -0.28
C -1.647852 -0.903038 4.558420 -0.71 1.49 -0.19
C -1.621392 -0.176732 3.333131 -0.46 -0.12 0.98
H -0.949231 -0.761211 5.383796 -0.15 -0.29 -0.35
C -2.737777 -0.558560 2.558093 -0.48 -0.27 1.08
C -3.495372 -1.523860 3.302124 0.02 1.77 1.19
H -4.487331 -1.878124 3.043088 0.45 -0.18 -0.01
H -3.221075 -2.278463 5.422477 0.19 0.13 -0.30
H -0.912458 0.601410 3.070996 0.12 -0.38 -0.07
H -3.013842 -0.142359 1.600676 0.16 -0.32 -0.02
O -1.040467 -0.583421 0.216794 0.33 -0.68 -0.65
C 0.082473 0.295272 0.190288 -0.42 -0.11 0.33
C 0.742289 0.125178 -1.171116 0.13 -0.20 -0.26
H 0.777669 0.095199 1.025346 -0.27 -0.15 -0.22
H -0.332719 1.301118 0.352575 0.22 -0.04 -0.15
C -0.294326 -0.673109 -2.007166 -0.28 0.64 0.44
H 1.657312 -0.473230 -1.076340 -0.06 0.14 -0.01
H 0.968409 1.104958 -1.589982 0.14 -0.61 0.10
C -0.977924 -1.484497 -0.914883 0.04 -0.09 0.68
H 0.146021 -1.277525 -2.808661 -0.08 0.13 0.17
H -1.038199 0.025760 -2.421087 0.26 -0.15 -0.13
H -0.398009 -2.403771 -0.695308 -0.11 0.41 0.24
H -2.009893 -1.809537 -1.078770 0.20 0.16 -0.23
I -2.932440 -3.820388 1.385933 -2.26 -1.86 -2.57

---

46
Properties=species:S:1:pos:R:3:forces:R:3 method="wB97M-V/def2-TZVPD" e_homo_ha="-0.2723 / -0.2914" lumo_energy_ev="-0.44 / -0.46" s_squared=3.76 e_tot_ev=-78433.495 molar_mass_g_mol=433.41 multiplicity=4
Co 9.203770 8.508779 11.204367 0.18 -0.62 0.09
C 9.259653 5.269967 14.203406 -1.74 1.29 2.02
C 8.836570 6.259269 13.145892 1.68 0.01 -0.17
N 9.636344 7.237230 12.809290 -1.04 0.14 0.32
N 10.755838 7.478762 13.520991 0.05 -1.11 0.56
C 11.485263 8.462397 13.072984 1.79 0.53 -0.33
N 12.785710 8.527850 13.569068 -1.79 -0.94 0.23
S 11.154590 9.630181 11.872073 -0.39 0.15 -0.41
C 7.697109 6.067561 12.237369 0.40 0.63 -0.42
C 6.644875 5.209580 12.491323 -0.73 -0.52 0.92
C 5.545585 5.190853 11.648834 0.97 1.77 -1.74
C 5.597358 6.013371 10.477139 -0.14 -1.43 1.52
C 6.759193 6.735081 10.260211 -0.49 0.70 -0.91
N 7.751398 6.830592 11.124563 -0.23 -0.98 0.66
H 9.655622 5.847754 15.045582 0.70 0.04 -0.45
H 9.985524 4.574450 13.860981 0.59 -0.60 -0.34
H 8.450251 4.778085 14.791139 0.11 -0.12 -1.24
H 12.861893 8.081368 14.464025 0.41 -0.12 0.26
H 13.296400 9.361502 13.407970 0.22 0.64 -0.03
H 6.611341 4.633339 13.426257 0.20 0.23 -0.54
H 4.674248 4.619461 11.851600 -0.51 -0.47 0.24
H 4.735759 6.037244 9.816496 0.37 0.09 -0.11
H 6.895401 7.345715 9.358941 -0.32 -0.30 0.35
C 12.401652 4.835385 7.986658 -0.92 1.48 -0.56
C 12.259272 5.209998 9.315407 -0.68 0.39 0.12
C 11.372349 6.253315 9.680394 0.24 -0.65 0.92
C 10.597023 6.942036 8.763384 0.72 -0.42 -0.59
C 10.816700 6.673064 7.414737 0.63 -0.10 -0.22
C 11.714605 5.675748 7.061780 -0.05 -0.78 -0.71
N 9.644967 7.888057 9.193896 0.60 -0.15 1.65
N 9.067267 8.547309 8.337513 -0.60 0.32 -1.21
C 8.086650 9.421857 8.842459 -0.48 1.05 1.43
C 7.302516 10.124578 7.950278 0.07 -0.90 -1.54
C 6.258104 10.897153 8.386788 -1.41 1.07 -0.55
C 6.019792 11.108033 9.760184 0.13 0.34 -0.49
C 6.877331 10.505121 10.672096 0.28 -1.09 -0.19
C 7.885219 9.600963 10.223925 -0.21 0.92 0.46
H 12.978923 3.993050 7.601638 -0.01 0.34 0.42
H 12.751286 4.716850 10.142918 0.17 -0.18 -0.19
H 11.290351 6.451244 10.759396 -0.12 0.12 -0.56
H 10.352805 7.291409 6.648775 -0.06 -0.31 0.20
H 11.813902 5.502812 5.979095 0.16 -0.08 0.58
H 7.489013 9.896741 6.890546 -0.27 0.49 0.31
H 5.560586 11.361533 7.632653 0.92 -0.47 0.90
H 5.199561 11.791731 10.050112 0.55 -0.59 -0.03
H 6.726073 10.604839 11.759654 0.06 0.19 -0.64

---

78
Properties=species:S:1:pos:R:3:forces:R:3 method="wB97M-V/def2-TZVPD" e_homo_ha=-0.3428 lumo_energy_ev=-5.43 e_tot_ev=-47614.068 molar_mass_g_mol=554.71 charge=+1 multiplicity=1
C 5.552204 1.228742 1.460833 0.13 0.31 0.11
C 5.831834 0.911311 0.145473 0.09 0.22 0.05
C 5.336480 -0.248442 -0.406789 -0.27 -0.50 0.17
C 4.555195 -1.130999 0.351695 0.34 0.57 -0.08
C 3.971104 -2.357340 -0.197109 -0.99 -0.26 -1.10
C 3.155444 -2.436103 -1.297885 0.17 -0.79 1.99
N 2.457101 -3.617066 -1.615679 0.18 -0.51 -0.94
C 2.349603 -4.727633 -0.642985 0.29 0.59 -0.23
C 1.868541 -6.033937 -1.277522 -0.01 0.15 -0.40
O 0.697396 -5.844930 -2.052745 -0.40 0.11 0.27
C 0.902138 -4.905321 -3.093570 0.26 -0.16 0.25
C 1.305675 -3.539793 -2.537051 0.36 0.18 0.22
C 2.863186 -1.210562 -2.072222 -0.09 0.14 -0.44
C 2.167942 -0.152154 -1.490688 0.12 -0.51 0.00
C 1.910360 0.996025 -2.203538 -0.09 0.14 -0.06
C 2.339627 1.102093 -3.511691 -0.05 0.29 -0.17
C 3.032079 0.064429 -4.104046 0.01 0.13 -0.22
C 3.293995 -1.082229 -3.389699 -0.03 -0.22 0.39
C 4.314889 -0.798273 1.690979 -0.13 -0.38 -0.54
C 4.795042 0.370286 2.232624 0.03 0.20 0.16
H 5.937146 2.138093 1.891622 0.09 0.17 0.06
H 6.450910 1.571799 -0.441030 0.05 0.07 -0.12
H 5.564462 -0.494642 -1.427827 0.04 -0.08 -0.27
H 4.116275 -3.246679 0.386698 -0.01 -0.15 0.28
H 3.322350 -4.896226 -0.175606 -0.12 -0.10 -0.15
H 1.662413 -4.415016 0.147625 -0.17 -0.06 0.20
H 2.634721 -6.463224 -1.933059 0.23 0.13 0.05
H 1.632524 -6.794180 -0.520035 0.04 0.42 -0.08
H 1.670961 -5.310786 -3.761233 0.18 0.22 -0.07
H -0.031628 -4.855298 -3.669544 0.21 0.16 0.29
H 0.470961 -3.093338 -1.990651 -0.41 -0.06 -0.01
H 1.551435 -2.854916 -3.352471 -0.10 -0.25 0.04
H 1.847883 -0.242582 -0.468360 -0.03 -0.08 0.36
H 1.376989 1.811380 -1.741404 -0.08 0.17 0.06
H 2.140713 2.000427 -4.070148 -0.04 0.18 -0.12
H 3.366618 0.149777 -5.125595 0.06 0.03 -0.12
H 3.836716 -1.894899 -3.838930 0.16 -0.21 -0.14
H 3.717671 -1.463936 2.288165 -0.15 -0.23 0.20
H 4.581589 0.616189 3.260694 0.00 0.01 0.20
C -0.792580 3.914051 7.227844 -0.54 0.22 0.57
O 0.300235 3.522548 6.426878 -0.14 -1.39 -2.61
C -0.030618 2.860491 5.249836 0.63 0.85 1.05
C 1.002697 2.634063 4.322918 0.35 0.24 0.40
C 0.762753 2.044160 3.115647 -0.06 -0.01 0.12
C -0.538452 1.635272 2.750116 -0.25 -0.34 -0.42
C -0.735958 1.083631 1.460884 -0.49 0.19 0.68
C -1.950790 0.769617 0.805749 -0.11 0.12 -0.07
C -1.911991 0.006627 -0.384727 0.18 0.24 0.43
C -3.060559 -0.341616 -1.039073 -0.87 -0.29 -0.41
C -4.317857 0.070576 -0.564800 -0.86 0.37 -0.84
O -5.496994 -0.231220 -1.289061 1.43 0.34 0.68
C -6.161388 0.839953 -1.947104 0.17 0.91 -0.14
C -5.946994 1.041759 -3.311609 0.48 -0.85 0.81
C -6.467576 2.142540 -3.947389 -0.20 0.26 -0.12
C -7.225919 3.055581 -3.241392 -0.03 0.23 -0.08
C -7.478084 2.853341 -1.898760 -0.14 0.26 -0.24
C -6.964244 1.751140 -1.258920 0.61 -1.01 0.37
C -4.365488 0.857765 0.594352 -0.54 -0.25 -0.30
C -3.220338 1.214976 1.244095 0.29 0.09 -0.10
C -1.552648 1.776470 3.728599 0.20 -0.14 0.01
C -1.314503 2.389820 4.926214 -0.14 0.21 0.46
H -0.407496 4.453550 8.094800 0.14 -0.14 -0.24
H -1.448409 4.580672 6.663987 -0.08 -0.06 0.07
H -1.337592 3.037086 7.580129 -0.08 0.08 0.06
H 1.997226 2.947422 4.585687 0.22 0.10 0.07
H 1.567263 1.880175 2.418445 0.26 0.07 -0.10
H 0.163615 0.867311 0.905966 0.26 -0.05 -0.16
H -0.950238 -0.275317 -0.780472 0.17 -0.18 -0.14
H -3.014603 -0.906531 -1.953676 -0.02 -0.13 -0.17
H -5.337495 0.335750 -3.845453 0.18 -0.19 -0.16
H -6.261019 2.310499 -4.991387 0.01 -0.06 -0.16
H -7.603069 3.936114 -3.733502 -0.10 0.12 -0.09
H -8.058220 3.575656 -1.348384 -0.14 0.02 0.11
H -7.164096 1.586787 -0.217003 -0.10 -0.02 0.32
H -5.318186 1.201134 0.955711 -0.15 0.13 0.00
H -3.284449 1.928251 2.043308 -0.14 0.07 0.06
H -2.509753 1.317315 3.567664 -0.12 0.00 0.13
H -2.116730 2.482535 5.636584 -0.13 -0.05 0.09

---

18
Properties=species:S:1:pos:R:3:forces:R:3 method="wB97M-V/def2-TZVPD" e_homo_ha=-0.3495 lumo_energy_ev=0.93 e_tot_ev=-11818.164 molar_mass_g_mol=120.14 multiplicity=1
C -2.646269 -0.115228 0.130784 -0.27 -0.99 -0.81
C -1.413651 0.521701 -0.380569 1.95 -0.43 -0.12
C -0.142879 0.160922 -0.040480 -2.76 0.32 -0.32
C 0.152567 -0.995594 0.903087 1.57 0.76 -0.43
F -0.722104 -2.026414 0.681850 0.02 -0.91 -0.33
C 0.967950 0.942709 -0.590237 0.85 -0.51 -1.87
C 1.816116 1.605505 0.420452 -0.68 0.16 0.53
F 1.858899 0.024009 -1.277176 -0.36 0.23 0.26
H -2.492135 -0.896296 0.868895 0.07 0.18 -0.05
H -3.224617 -0.563860 -0.701943 0.31 0.15 0.30
H -3.275489 0.624829 0.536778 -0.93 1.02 0.62
H -1.534836 1.316512 -1.145681 0.08 -0.48 0.62
H 1.241599 -1.337928 0.631617 -1.98 0.41 1.09
H -0.048041 -0.697473 1.959231 0.85 -0.16 -0.58
H 0.664100 1.624385 -1.413746 -0.16 -0.29 0.73
H 2.157576 0.847483 1.101616 0.25 -0.18 0.58
H 1.228171 2.362749 0.941459 0.22 0.03 0.09
H 2.649502 2.021140 -0.078500 0.97 0.70 -0.31

---

12
Properties=species:S:1:pos:R:3:forces:R:3 method="wB97M-V/def2-TZVPD" e_homo_ha="-0.2716 / -0.3892" lumo_energy_ev="0.85 / -0.67" s_squared=3.76 e_tot_ev=-11375.359 molar_mass_g_mol=105.07 multiplicity=4
O -0.530947 0.479854 1.042100 2.53 0.21 -0.02
O 0.696892 0.545166 1.036395 -2.53 -0.15 0.01
C -5.139419 -1.271015 2.818813 0.11 -0.11 -0.56
O -3.734905 -1.662291 2.692454 -1.47 0.26 -0.22
C -3.341888 -2.007213 1.355595 0.72 0.48 1.75
C -1.858521 -2.270084 1.270944 0.49 -0.75 -1.37
O -0.860806 -2.520493 1.849531 -1.21 0.40 0.51
H -5.343290 -1.010021 3.864150 0.39 -0.16 -0.26
H -5.410575 -0.387632 2.194514 0.52 -0.44 0.27
H -5.856404 -2.074366 2.528107 0.70 0.19 0.14
H -3.857791 -2.910451 1.005848 0.13 0.14 -0.18
H -3.474216 -1.165254 0.670039 -0.39 -0.07 -0.06